Entry 1:
{
  "formula": "C22H19ClN2O9P",
  "method": "ωB97M-V with the def2-TZVPD basis set",
  "fmax_ha_per_bohr": 0.0302,
  "homo_lumo_gap_ev": 7.376,
  "total_charge": 1,
  "total_energy_ev": -66334.206,
  "lumo_energy_ev": -4.056,
  "e_homo_ha": -0.420,
  "species": ["O", "P", "O", "O", "C", "C", "N", "C", "C", "Cl", "N", "H", "H", "H", "H", "H", "H", "H", "C", "C", "C", "O", "C", "C", "C", "O", "H", "H", "H", "H", "C", "C", "C", "O", "C", "C", "C", "O", "H", "H", "H", "H", "C", "C", "C", "O", "C", "C", "C", "O", "H", "H", "H", "H"],
  "coordinates": [[0.5978, 1.5384, -7.8259], [1.3733, 1.3766, -6.6063], [0.7296, 2.0442, -5.3126], [1.5208, -0.1371, -6.1969], [3.0901, 2.0433, -6.8007], [3.1349, 3.4287, -6.3223], [2.8833, 4.5311, -7.0211], [2.9959, 5.6400, -6.2055], [3.3211, 5.1777, -4.9758], [3.5688, 6.0232, -3.5499], [3.4081, 3.8021, -5.0700], [0.6175, 2.9988, -5.3818], [1.8447, -0.2605, -5.2912], [3.2890, 1.9634, -7.8597], [3.7512, 1.4048, -6.2277], [2.6343, 4.5353, -7.9985], [2.8549, 6.6502, -6.5268], [3.6432, 3.1573, -4.3278], [1.9452, 0.2191, -0.3993], [0.8874, -0.1956, 0.2942], [-0.4713, -0.2190, -0.3102], [-1.4295, -0.5938, 0.3248], [-0.6080, 0.2355, -1.7197], [0.4542, 0.6493, -2.4027], [1.8043, 0.6716, -1.7998], [2.7625, 1.0517, -2.4542], [2.9429, 0.2442, 0.0197], [0.9601, -0.5341, 1.3200], [-1.6042, 0.2105, -2.1429], [0.4250, 0.9953, -3.4242], [-4.3019, -1.0238, 5.3792], [-3.6700, 0.1311, 5.1887], [-3.1165, 0.4928, 3.8587], [-2.5304, 1.5406, 3.6851], [-3.3000, -0.4767, 2.7507], [-3.9353, -1.6287, 2.9420], [-4.4848, -1.9936, 4.2691], [-5.0519, -3.0511, 4.4469], [-4.7069, -1.3135, 6.3407], [-3.5241, 0.8521, 5.9831], [-2.8866, -0.1967, 1.7933], [-4.0745, -2.3528, 2.1490], [-1.9967, -4.4826, 6.4461], [-1.7424, -4.0997, 5.1981], [-0.3729, -3.7207, 4.7709], [-0.1428, -3.3626, 3.6340], [0.7055, -3.7904, 5.7882], [0.4537, -4.1752, 7.0362], [-0.9183, -4.5522, 7.4649], [-1.1469, -4.9013, 8.6010], [-2.9900, -4.7594, 6.7767], [-2.5157, -4.0448, 4.4423], [1.6971, -3.5109, 5.4556], [1.2248, -4.2321, 7.7939]],
  "atomic_forces_ev_per_a": [[0.3, 0.5, -0.2], [-0.9, -0.7, -1.0], [0.6, 0.1, 0.3], [0.4, 0.3, 0.6], [-0.8, -0.2, 0.5], [0.5, -0.1, -0.1], [0.0, 0.0, 0.2], [0.0, 0.0, 0.3], [-0.1, 0.1, -0.2], [0.1, 0.0, 0.3], [-0.1, 0.1, -0.2], [-0.3, 0.0, 0.0], [0.0, -0.3, 0.0], [0.2, 0.0, -0.2], [0.3, 0.0, 0.0], [0.0, 0.0, -0.1], [-0.1, 0.1, -0.2], [0.0, 0.0, 0.2], [0.1, 0.0, 0.0], [0.0, 0.0, 0.0], [0.0, 0.0, 0.1], [0.1, 0.0, -0.2], [0.0, 0.0, 0.0], [0.1, 0.0, 0.0], [-0.1, -0.1, 0.1], [0.1, 0.1, -0.2], [0.0, 0.0, 0.0], [0.0, 0.0, 0.0], [0.0, 0.0, 0.0], [-0.2, 0.0, 0.0], [0.0, 0.0, 0.0], [0.0, 0.0, 0.0], [0.0, 0.0, 0.0], [0.0, 0.0, 0.0], [-0.1, 0.0, 0.0], [0.0, 0.0, 0.0], [0.0, 0.0, 0.0], [0.0, 0.0, 0.0], [0.0, 0.0, 0.0], [0.0, 0.0, 0.0], [0.0, 0.0, 0.1], [0.0, 0.0, 0.0], [0.0, 0.0, 0.0], [0.0, 0.0, 0.0], [0.0, 0.0, 0.0], [0.0, 0.0, 0.0], [0.0, 0.0, 0.0], [0.0, 0.0, 0.0], [0.0, 0.0, 0.0], [0.0, 0.0, 0.0], [0.0, 0.0, 0.0], [0.0, 0.0, 0.0], [0.0, 0.0, 0.0], [0.0, 0.0, 0.0]],
  "mulliken_charge": [-0.6797, 1.0336, -0.4712, -0.5032, -0.4694, -0.0639, 0.0364, -0.5415, 0.3492, -0.1115, 0.0720, 0.3380, 0.3422, 0.3615, 0.3906, 0.2422, 0.4298, 0.2197, -0.5037, -0.3941, 0.2610, -0.4920, -0.4057, -0.1750, 0.4730, -0.5756, 0.4287, 0.4935, 0.4773, 0.3844, -0.3977, -0.3758, 0.4284, -0.5713, -0.1876, -0.2013, 0.2271, -0.5656, 0.4670, 0.4292, 0.3602, 0.4521, -0.3514, -0.3708, 0.3725, -0.5619, -0.3621, -0.3732, 0.3268, -0.5328, 0.4751, 0.5461, 0.4103, 0.4099]
}



Entry 2:
{
  "formula": "S2",
  "method": "ωB97M-V with the def2-TZVPD basis set",
  "fmax_ha_per_bohr": 0.0817,
  "homo_lumo_gap_ev": 4.957,
  "total_charge": 0,
  "total_energy_ev": -21663.301,
  "lumo_energy_ev": -4.881,
  "e_homo_ha": -0.362,
  "de_lowest_kcal_mol": 131.35,
  "species": ["S", "S"],
  "coordinates": [[0.0000, 0.0000, 1.5306], [0.0000, 0.0000, -1.5306]],
  "atomic_forces_ev_per_a": [[0.0, 0.0, -4.2], [0.0, 0.0, 4.2]],
  "mulliken_charge": [0.0000, 0.0000]
}



Entry 3:
{
  "formula": "C3H6N2O",
  "method": "ωB97M-V with the def2-TZVPD basis set",
  "fmax_ha_per_bohr": 0.0636,
  "homo_lumo_gap_ev": 9.387,
  "total_charge": 0,
  "total_energy_ev": -8234.050,
  "lumo_energy_ev": 0.642,
  "e_homo_ha": -0.321,
  "de_lowest_kcal_mol": 61.07,
  "species": ["C", "N", "C", "N", "C", "O", "H", "H", "H", "H", "H", "H"],
  "coordinates": [[-0.0912, -1.8761, 0.7775], [-0.2437, -0.5190, 0.2691], [0.4383, -0.2012, -0.7981], [0.5660, 1.1199, -1.0296], [-0.0685, 1.7113, -0.0285], [-0.7481, 2.8316, -0.2824], [0.7108, -1.9320, 1.5210], [-1.0210, -2.1995, 1.2517], [0.1418, -2.5929, -0.0188], [0.9391, -0.9257, -1.4535], [0.1698, 1.6419, 1.0372], [-0.7933, 2.9416, -1.2457]],
  "atomic_forces_ev_per_a": [[-0.3, 0.0, -0.3], [0.4, -1.3, -1.1], [0.2, -1.1, 2.1], [-2.1, 1.0, 0.1], [2.0, 2.4, -1.1], [0.2, -0.5, 0.4], [-0.1, 0.1, 0.0], [0.1, 0.0, 0.0], [0.1, 0.0, 0.0], [0.0, 0.2, 0.2], [-0.5, -0.5, -0.4], [0.0, -0.2, 0.0]],
  "mulliken_charge": [-0.7313, -0.4471, -0.0214, -0.7200, 0.4124, -0.4474, 0.2393, 0.2573, 0.2898, 0.3940, 0.3878, 0.3865]
}



Entry 4:
{
  "formula": "C2H4FIO",
  "method": "ωB97M-V with the def2-TZVPD basis set",
  "fmax_ha_per_bohr": 0.0960,
  "homo_lumo_gap_ev": 8.972,
  "total_charge": 0,
  "total_energy_ev": -15001.383,
  "lumo_energy_ev": 0.074,
  "e_homo_ha": -0.327,
  "de_lowest_kcal_mol": 54.94,
  "species": ["C", "C", "O", "F", "I", "H", "H", "H", "H"],
  "coordinates": [[0.0982, 0.4203, 0.3248], [1.1074, -1.6430, 0.5035], [1.1007, -0.4431, 0.9621], [-1.2741, -2.3373, -1.6795], [2.7596, -2.6669, 1.1680], [-0.8629, -0.2472, 0.2409], [0.4248, 0.7454, -0.5832], [0.0260, 1.1982, 1.0086], [-0.4739, -2.8237, -1.3361]],
  "atomic_forces_ev_per_a": [[-2.6, -3.7, 2.0], [-1.0, 0.5, -0.6], [0.5, -0.3, -0.6], [2.4, -1.6, 1.0], [0.9, -0.5, 0.6], [1.7, 1.7, 0.0], [1.0, 0.6, -2.5], [-0.6, 1.5, 1.1], [-2.4, 1.8, -0.8]],
  "mulliken_charge": [-0.5415, -0.2038, -0.1071, -0.4192, 0.0105, 0.3036, 0.2980, 0.2288, 0.4306]
}



Entry 5:
{
  "formula": "H16O8",
  "method": "ωB97M-V with the def2-TZVPD basis set",
  "fmax_ha_per_bohr": 0.0733,
  "homo_lumo_gap_ev": 10.474,
  "total_charge": 0,
  "total_energy_ev": -16638.144,
  "lumo_energy_ev": -0.429,
  "e_homo_ha": -0.401,
  "de_lowest_kcal_mol": 89.15,
  "species": ["O", "H", "H", "O", "H", "H", "O", "H", "H", "O", "H", "H", "O", "H", "H", "O", "H", "H", "O", "H", "H", "O", "H", "H"],
  "coordinates": [[0.4891, 0.3307, 0.9191], [-0.3300, 0.0380, 0.3661], [0.7793, -0.4212, 1.3917], [3.4411, -0.0872, -1.5204], [2.7264, -0.3660, -0.9450], [3.6764, -0.8694, -1.9754], [-3.2575, -3.0964, 1.1923], [-3.8202, -3.0609, 1.9236], [-3.4892, -2.3959, 0.5513], [4.5190, 0.2305, 2.9485], [4.6505, 1.1492, 2.9245], [3.7404, 0.0345, 2.3890], [-3.9139, 1.9333, -0.7706], [-4.1262, 1.9388, -1.7424], [-3.8787, 1.0287, -0.7031], [1.8585, 1.7785, -2.0808], [1.6520, 2.7234, -1.9377], [1.2887, 1.4110, -2.7560], [-1.2631, 3.0943, 2.4626], [-0.9548, 2.6840, 1.6924], [-1.5719, 2.3527, 2.9647], [-0.7522, -3.2888, -2.7153], [-1.4637, -3.7919, -2.4425], [-0.0003, -3.3500, -2.1364]],
  "atomic_forces_ev_per_a": [[-2.6, 0.7, -2.3], [2.4, 0.6, 1.6], [0.2, -1.4, 0.8], [0.0, 0.5, 0.7], [-0.3, 0.3, 0.1], [0.6, -1.3, -0.8], [1.6, 0.2, -2.4], [-1.5, 0.4, 1.6], [-0.1, -0.6, 0.9], [-0.9, -2.3, -0.3], [0.1, 1.9, -0.2], [0.8, 0.4, 0.4], [-0.5, 2.7, -2.4], [0.2, 0.9, 1.2], [0.3, -3.6, 1.1], [0.0, 1.1, 0.5], [-0.2, -0.9, -0.4], [-0.2, 0.3, -0.2], [-0.5, 1.2, 1.3], [0.9, -0.7, -2.0], [-0.3, -0.5, 0.7], [1.9, 2.2, -1.7], [-1.9, -1.8, 1.3], [0.0, -0.4, 0.5]],
  "mulliken_charge": [-0.6332, 0.3225, 0.3043, -0.5863, 0.2859, 0.2915, -0.6230, 0.3102, 0.3137, -0.6254, 0.3110, 0.3138, -0.5968, 0.3271, 0.2723, -0.5664, 0.2894, 0.2940, -0.6093, 0.3013, 0.3035, -0.6241, 0.3094, 0.3148]
}



Entry 6:
{
  "formula": "C4H7NO",
  "method": "ωB97M-V with the def2-TZVPD basis set",
  "fmax_ha_per_bohr": 0.0668,
  "homo_lumo_gap_ev": 10.672,
  "total_charge": 0,
  "total_energy_ev": -7797.139,
  "lumo_energy_ev": 0.959,
  "e_homo_ha": -0.357,
  "de_lowest_kcal_mol": 57.76,
  "species": ["H", "N", "C", "C", "C", "O", "C", "H", "H", "H", "H", "H", "H"],
  "coordinates": [[1.7388, 1.5084, 0.4041], [1.7801, 0.6604, -0.2102], [0.6693, 0.0693, -0.3389], [0.7216, -1.1118, -1.2452], [-0.3737, -1.5612, -1.8930], [-0.5697, 0.1857, 0.3718], [-0.5608, 1.0002, 1.5389], [1.6687, -1.5509, -1.0823], [-0.3679, -2.4697, -2.4545], [-1.3191, -1.0473, -1.7525], [-0.6794, 2.0334, 1.3107], [0.2237, 0.6659, 2.1980], [-1.3857, 0.5435, 1.9866]],
  "atomic_forces_ev_per_a": [[0.0, -1.0, -0.4], [-0.7, 1.8, 1.1], [-1.0, -0.8, 0.7], [-2.9, 0.3, 0.4], [1.3, 0.5, 1.1], [2.7, 0.2, -2.1], [0.2, -1.7, -0.7], [0.8, -0.8, -0.9], [0.1, -0.3, -0.4], [0.1, 0.0, -0.2], [0.2, 0.8, 0.2], [1.0, 0.7, 0.1], [-1.9, 0.3, 1.2]],
  "mulliken_charge": [0.2574, -0.6081, 0.4500, -0.1015, -0.6670, -0.3099, -0.9284, 0.3419, 0.2774, 0.2544, 0.3126, 0.4194, 0.3018]
}